*w*
2 unconnected molecules or ions with the total composition C3H5PS. Source: the OMol25 dataset; level of theory: ωB97M-V with the def2-TZVPD basis set.

ORCA input file:
```
! RIJCOSX wB97M-V def2-TZVPD def2/J DEFGRID3
* xyz 0 1
C -1.763 0.198 -0.767
C -0.766 -0.001 0.251
C 0.594 -0.443 0.552
P -2.360 -0.936 0.330
S 0.849 -2.079 -0.243
H -1.787 0.581 -1.742
H -0.511 1.567 1.558
H 0.864 -0.800 1.630
H 1.291 0.155 0.081
H 0.144 -1.920 -1.394
*
```

natural (NBO) population analysis, charges in e, atoms 1 to 4: number 1, C, carries -0.53; number 2, C, carries -0.25; number 3, C, carries -0.55; number 4, P, carries 0.69



*x*
C3H5PS in the gas phase. Source: the OMol25 dataset; level of theory: ωB97M-V with the def2-TZVPD basis set.

Calculated values
structure (SMILES) = C=C=C[PH2]=S

ORCA input file:
```
! RIJCOSX wB97M-V def2-TZVPD def2/J DEFGRID3
* xyz 0 1
C 1.499 1.648 -0.177
C 0.582 0.704 -0.035
C -0.141 -0.398 0.136
P -1.919 -0.630 -0.107
S -3.250 0.783 0.052
H 1.846 2.190 -1.019
H 1.979 2.041 0.695
H 0.389 -1.339 0.048
H -1.985 -1.909 0.669
H -1.903 -1.165 -1.323
*
```

natural (NBO) population analysis, charges in e, atoms 1 to 4: number 1, C, carries -0.47; number 2, C, carries 0.18; number 3, C, carries -0.67; number 4, P, carries 0.87



The data favor *x*; the next most stable structure lies 0.1437 hartree above it.